1.
DFT (ωB97M-V/def2-TZVPD) results for C39H31N6O4Ru as an isolated structure.

Geometry (Å):
Ru (-0.717, -0.233, 0.060)
O (5.697, -0.002, 2.369)
C (5.330, 0.658, 1.385)
O (5.951, 1.237, 0.483)
C (3.805, 0.537, 1.103)
C (2.995, -0.196, 1.966)
C (1.653, -0.322, 1.678)
N (1.142, 0.260, 0.585)
C (1.896, 0.971, -0.258)
C (3.248, 1.133, -0.019)
C (1.136, 1.452, -1.428)
C (1.646, 2.355, -2.346)
C (0.869, 2.732, -3.426)
C (-0.391, 2.178, -3.578)
C (-0.838, 1.282, -2.627)
N (-0.111, 0.941, -1.565)
C (0.656, -1.080, 2.468)
C (0.955, -1.657, 3.690)
C (-0.030, -2.348, 4.374)
C (-1.298, -2.444, 3.825)
C (-1.534, -1.844, 2.604)
N (-0.587, -1.183, 1.936)
H (3.483, -0.651, 2.818)
H (3.918, 1.674, -0.675)
H (2.639, 2.757, -2.202)
H (1.248, 3.444, -4.146)
H (-1.025, 2.428, -4.417)
H (-1.802, 0.802, -2.710)
H (1.951, -1.562, 4.097)
H (0.193, -2.806, 5.329)
H (-2.097, -2.970, 4.328)
H (-2.509, -1.889, 2.135)
C (1.326, -3.790, 0.844)
C (1.980, -3.052, -0.292)
C (3.352, -3.165, -0.479)
C (3.976, -2.584, -1.572)
C (3.211, -1.940, -2.527)
C (1.834, -1.806, -2.373)
C (1.024, -1.220, -3.500)
C (1.235, -2.305, -1.213)
N (-0.119, -1.963, -0.903)
C (-1.091, -2.878, -1.140)
O (-0.963, -4.003, -1.598)
C (-2.472, -2.356, -0.784)
C (-3.647, -3.083, -0.852)
C (-4.825, -2.475, -0.431)
C (-4.811, -1.170, 0.054)
C (-3.601, -0.504, 0.091)
N (-2.496, -1.103, -0.340)
C (-3.370, 0.905, 0.594)
O (-4.305, 1.595, 0.960)
N (-2.055, 1.259, 0.515)
C (-1.713, 2.641, 0.598)
C (-2.247, 3.555, -0.325)
C (-3.396, 3.208, -1.230)
C (-1.743, 4.849, -0.349)
C (-0.768, 5.259, 0.546)
C (-0.321, 4.377, 1.511)
C (-0.791, 3.067, 1.561)
C (-0.333, 2.180, 2.687)
H (2.022, -3.924, 1.672)
H (1.010, -4.776, 0.496)
H (0.430, -3.293, 1.213)
H (3.939, -3.711, 0.250)
H (5.050, -2.648, -1.683)
H (3.682, -1.532, -3.415)
H (1.147, -1.844, -4.387)
H (1.354, -0.213, -3.765)
H (-0.036, -1.194, -3.262)
H (-3.607, -4.099, -1.221)
H (-5.757, -3.023, -0.472)
H (-5.700, -0.664, 0.404)
H (-3.358, 2.180, -1.586)
H (-3.416, 3.872, -2.094)
H (-4.340, 3.309, -0.691)
H (-2.141, 5.550, -1.074)
H (-0.387, 6.272, 0.513)
H (0.400, 4.702, 2.253)
H (-0.303, 2.753, 3.613)
H (0.675, 1.798, 2.516)
H (-1.005, 1.336, 2.834)

Cartesian forces, eV/Å:
-0.07 -0.53 -0.24
-0.01 0.37 0.30
0.13 -1.09 -0.70
0.00 0.42 0.22
-0.11 0.35 0.21
0.01 0.00 0.00
0.05 -0.04 -0.06
-0.01 0.13 -0.01
-0.03 -0.05 -0.01
0.03 0.00 0.00
-0.03 -0.01 0.01
0.00 -0.01 -0.02
0.03 0.01 0.00
-0.03 0.00 0.00
-0.03 0.05 0.02
-0.05 -0.01 0.05
-0.03 0.04 0.06
-0.01 0.01 0.02
0.03 0.01 0.00
-0.02 -0.01 -0.01
0.00 -0.01 -0.02
-0.08 0.09 0.07
-0.01 0.00 0.00
-0.01 0.01 0.00
0.00 0.00 0.00
0.00 0.00 0.00
0.01 0.00 0.00
-0.08 0.04 0.03
0.00 0.00 0.00
0.00 0.00 0.00
0.00 0.00 0.00
0.00 0.00 0.00
-0.05 -0.01 -0.01
0.05 0.02 0.00
0.00 -0.01 0.02
-0.02 0.02 0.00
-0.02 0.00 0.01
-0.01 -0.03 -0.05
0.02 -0.04 -0.02
0.05 0.13 0.05
-0.21 0.03 0.03
-0.01 0.04 -0.05
0.00 0.00 0.03
0.02 -0.02 -0.01
0.03 -0.01 -0.03
0.00 0.02 0.00
-0.01 -0.01 -0.01
-0.01 0.04 0.04
0.15 0.03 0.01
0.02 -0.02 -0.10
-0.02 -0.10 0.14
0.22 0.15 0.26
-0.08 -0.04 0.01
-0.08 0.04 0.00
0.06 0.10 -0.12
-0.02 0.01 0.02
-0.01 0.00 -0.01
0.01 -0.02 0.00
0.06 0.01 -0.01
0.01 0.03 0.03
0.00 -0.02 0.00
0.01 -0.02 0.01
0.06 -0.06 -0.07
0.01 0.01 0.00
0.00 -0.01 0.00
0.00 0.00 0.00
0.00 0.01 -0.01
0.00 -0.01 0.02
0.01 -0.01 -0.01
-0.02 0.00 0.00
0.00 0.00 0.00
-0.01 -0.01 0.00
0.04 -0.08 -0.07
0.02 0.00 -0.02
0.06 0.01 -0.03
0.01 0.00 0.00
0.01 0.00 0.00
0.00 0.00 0.00
-0.01 0.00 0.00
-0.04 0.06 0.04
0.00 0.00 -0.01

**2S+1**: 2
**⟨S²⟩**: 0.757
**Net charge**: 0


2.
DFT (ωB97M-V/def2-TZVPD) results for one molecule with the formula C3H4N2O.

Geometry (Å):
N (1.716, -0.117, 0.047)
C (0.374, 0.070, -0.098)
C (-0.491, 1.090, -0.116)
N (-1.749, 0.515, 0.088)
C (-1.533, -0.749, 0.018)
O (-0.291, -1.078, -0.117)
H (2.010, -0.922, 0.483)
H (2.496, 0.494, -0.258)
H (-0.277, 2.171, 0.045)
H (-2.254, -1.475, -0.092)

Cartesian forces, eV/Å:
1.62 2.46 -1.38
2.03 0.67 -0.32
-0.25 1.38 1.59
-0.43 0.49 -1.01
-2.03 2.14 0.15
1.85 -1.93 -0.08
0.52 -1.95 0.92
-1.63 -0.48 0.27
-0.32 -1.20 -0.37
-1.35 -1.58 0.22

**SMILES string**: Nc1cnco1
**Net charge**: 0


3.
DFT (ωB97M-V/def2-TZVPD) results for CH2N3O3 as an isolated structure.

Geometry (Å):
C (1.230, 0.108, -0.348)
N (-1.091, -0.312, 1.292)
N (2.217, 0.715, -0.157)
N (-0.090, -0.085, -0.239)
O (-0.885, 0.346, -1.353)
O (-2.265, -0.269, 0.831)
O (3.415, 0.636, -0.268)
H (-1.810, 0.142, -1.115)
H (-0.720, -1.280, 1.356)

Cartesian forces, eV/Å:
-7.14 -0.83 -0.12
-0.14 0.88 -0.07
0.01 0.83 0.32
2.80 -0.38 -0.87
0.66 0.15 -0.02
-0.28 -0.51 0.35
4.12 0.31 -0.08
0.38 -0.23 0.79
-0.40 -0.21 -0.29

**Net charge**: -1


Across the entries above, relative energy (zero: lowest compared OMol25 entry of this formula, charge and spin) takes the values 0.82; 34.92; 173.78 kcal/mol, respectively.